(1)
Here is a 13-piece molecular cluster, C34H100N6O13 overall in a non-equilibrium geometry from the Open Molecules 2025 dataset. Energies are from ωB97M-V/def2-TZVPD.

Net charge: +1
Spin multiplicity: 2
HOMO energy (spin up / spin down): -10.2 / -10.2 eV
E_LUMO (spin up / spin down): -2.33 / -7.96 eV

Structure (XYZ):
```
153
Properties=species:S:1:pos:R:3:forces:R:3:mulliken_charge:R:1
C -11.830478 -3.687538 23.928340 0.3 -0.4 0.0 -1.13
C -11.659707 -4.802626 22.856141 0.5 1.6 1.0 0.54
O -12.811035 -4.757310 22.027679 0.3 -0.4 0.3 -0.49
H -11.051273 -3.742946 24.688520 0.3 -0.2 -0.1 0.40
H -12.745874 -3.821687 24.504659 -0.2 0.0 -0.3 0.35
H -11.787173 -2.660574 23.565625 -0.2 -0.1 -0.4 0.14
H -11.402850 -5.702817 23.414529 -1.0 -0.6 -0.2 0.41
H -10.746915 -4.631492 22.285513 0.0 0.3 -0.3 -0.40
H -12.792484 -5.416890 21.330379 0.2 -0.2 0.0 0.21
C -11.279811 0.557260 17.957508 -0.6 -0.9 0.2 0.33
C -11.436410 1.303030 16.634795 -0.4 -0.6 1.0 -0.70
O -10.167540 1.414162 16.071979 1.0 0.9 -0.7 -0.50
H -12.242308 0.155717 18.274459 -0.2 0.2 0.3 0.22
H -10.812404 1.069812 18.798300 -0.3 0.7 -0.2 -0.24
H -10.644436 -0.326160 17.894562 0.0 0.0 -0.8 -0.13
H -11.904084 2.279176 16.763375 0.0 0.2 0.2 0.39
H -12.093714 0.790123 15.932664 0.0 -0.4 0.1 0.27
H -9.969141 2.353290 16.088546 0.4 -0.1 -0.3 0.30
C -8.379756 -6.184199 19.827634 0.1 -0.1 -0.9 -1.46
C -7.534556 -6.123295 21.039323 0.3 0.3 0.9 -0.15
O -6.718137 -4.921941 20.946256 -0.5 -0.8 0.4 -0.39
H -7.677670 -6.308532 19.003197 -0.4 -0.2 -0.4 0.51
H -8.927127 -5.260144 19.641621 -0.1 0.0 0.2 0.27
H -9.055440 -7.038810 19.862327 0.0 0.1 -0.1 0.41
H -6.902021 -7.009533 21.090097 0.2 0.0 0.0 0.41
H -8.145931 -6.110572 21.941635 0.0 0.2 0.2 0.33
H -6.114626 -4.920813 21.692834 0.1 0.1 0.1 0.19
C -8.104616 4.321648 22.447927 -1.0 0.3 -0.2 -1.67
C -6.672488 4.023122 22.191074 0.7 -1.1 -0.1 1.01
O -6.060329 3.883246 23.459692 0.4 0.1 0.0 -0.47
H -8.185660 5.233089 23.040223 -0.1 0.2 -0.4 0.47
H -8.638100 3.562467 23.019894 0.4 -0.3 0.2 0.15
H -8.673817 4.374681 21.519864 0.1 0.4 -0.1 0.51
H -6.161959 4.729736 21.536738 -0.1 0.7 0.3 0.41
H -6.572335 3.085798 21.643804 -0.2 -0.5 -0.1 -0.52
H -5.113930 3.722679 23.448181 0.0 0.1 -0.3 0.22
C -12.738340 1.475180 21.208843 1.0 0.0 0.7 -0.42
C -12.303277 2.888171 20.790197 -0.1 -0.8 -0.6 -0.17
O -13.350171 3.802199 20.854820 -0.7 1.2 0.7 -0.58
H -13.330156 0.894202 20.501509 0.0 0.3 -0.1 0.43
H -13.211575 1.484167 22.190716 -0.6 0.4 -0.2 0.45
H -11.855965 0.900635 21.490684 0.4 -0.3 -0.6 -0.25
H -11.888636 2.949561 19.784013 0.2 -0.6 -0.3 0.17
H -11.493441 3.256575 21.419903 -0.2 0.0 0.4 0.05
H -13.995913 3.702558 20.151476 0.2 -0.3 -0.1 0.33
O -8.627722 -1.954259 17.732405 0.3 0.7 -0.8 -0.74
H -7.975944 -2.598147 18.009554 0.4 -0.7 -0.1 0.41
H -9.233357 -1.892599 18.471069 -0.4 0.0 0.3 0.35
O -6.697163 -3.749785 18.516959 -0.8 0.3 -0.2 -0.78
H -5.846798 -3.779996 18.078559 0.8 -0.2 -0.5 0.15
H -6.705001 -4.524465 19.079127 0.0 0.0 0.3 0.22
C -8.443615 0.113506 21.208725 -0.2 1.0 -0.5 -0.58
C -8.232107 -1.354751 21.432913 -1.5 0.5 -0.2 1.72
C -9.573918 -2.139483 21.141532 1.1 1.3 1.1 -0.27
O -10.144591 -1.864640 19.884852 -1.1 -0.5 0.3 0.72
C -11.368639 -2.619826 19.842116 -0.1 -0.5 -0.3 -0.80
N -7.094928 -1.735068 20.652561 -0.1 -1.0 -0.3 1.69
H -9.258736 0.557508 21.780157 0.0 0.0 0.0 0.20
H -8.643698 0.278977 20.150095 -0.6 -0.2 -0.2 -0.31
H -7.541042 0.716404 21.308552 0.3 -0.2 0.8 -0.39
H -7.958333 -1.560992 22.467619 -0.4 0.0 0.3 -0.82
H -10.314743 -1.802549 21.866624 0.0 0.0 0.5 0.14
H -9.404884 -3.199071 21.333370 0.1 -0.3 -0.4 -0.16
H -11.949513 -2.519924 18.925219 0.7 0.4 -0.3 0.35
H -12.090354 -2.391076 20.626266 0.4 0.4 0.4 0.18
H -11.100317 -3.668871 19.967092 -0.1 -0.2 -0.1 0.20
H -7.293265 -1.559840 19.677851 0.0 0.2 -0.3 -1.40
H -7.151415 -2.741910 20.709030 0.9 -0.6 -0.3 -0.39
C -14.718917 -1.601721 22.407368 -1.8 0.9 0.2 -0.70
C -15.796900 -2.629524 21.969292 2.8 0.1 1.0 0.32
C -15.447666 -2.993092 20.546986 -2.4 0.7 -0.7 -0.41
O -15.774166 -1.816455 19.764572 0.8 -0.2 -0.2 -0.32
C -15.805974 -2.139169 18.364948 0.1 -0.2 1.1 -0.78
N -15.527760 -3.813282 22.775130 -0.2 -1.5 -0.1 -0.86
H -15.051822 -0.616706 22.080249 0.6 0.2 -0.2 0.36
H -13.725600 -1.868968 22.046812 -0.1 0.0 0.0 -0.38
H -14.743143 -1.568874 23.496607 0.3 0.1 0.1 0.51
H -16.817067 -2.254114 22.049536 0.1 -0.1 0.1 0.40
H -16.121191 -3.784107 20.217221 0.0 -0.4 -0.1 0.50
H -14.430874 -3.374620 20.453903 0.3 0.4 -0.1 -0.03
H -14.887652 -2.702545 18.199427 -0.2 -0.4 -0.7 0.30
H -15.811943 -1.277485 17.697430 0.0 0.3 0.5 0.25
H -16.732404 -2.689629 18.201224 0.2 -0.4 -0.4 0.33
H -14.594042 -4.113894 22.534530 0.1 -0.4 -0.7 0.25
H -15.314989 -3.673244 23.752485 -1.0 0.8 0.4 0.33
C -5.615125 0.821451 23.819033 0.8 -0.7 1.7 -1.38
C -5.206969 -0.734180 23.980663 0.3 3.2 -1.2 0.25
C -6.165925 -1.500375 24.814013 -0.6 0.5 0.5 -0.49
O -5.691128 -2.818557 25.052359 0.5 1.3 -0.5 -0.36
C -6.412121 -3.532872 26.006985 0.2 -0.6 0.2 -0.72
N -4.978412 -1.234380 22.655070 0.5 -1.0 -0.5 -0.36
H -4.930747 1.372686 23.174157 -0.3 -0.6 -0.9 0.15
H -5.355589 1.358166 24.731552 -0.2 -0.3 0.7 0.71
H -6.658494 1.109047 23.689546 0.0 -0.5 -0.6 0.20
H -4.216244 -0.678949 24.431788 -0.1 -0.3 0.5 0.42
H -7.145452 -1.409768 24.344510 -0.4 -0.9 -0.5 0.03
H -6.384778 -0.884312 25.686171 0.6 -0.4 1.0 0.58
H -7.396834 -3.725814 25.581285 -0.4 -0.1 0.7 0.22
H -6.381621 -3.073216 26.994861 -0.6 0.6 0.0 0.30
H -5.890649 -4.467375 26.214040 0.0 -0.2 -0.6 0.28
H -5.751726 -1.201717 22.006201 -0.5 0.5 -0.1 -0.09
H -4.860797 -2.232432 22.755877 0.5 -0.4 -0.1 0.31
C -3.747422 -2.605308 19.790452 0.6 1.2 0.5 -1.01
C -3.694075 -2.607839 18.280993 0.3 -0.3 1.3 1.26
C -2.302158 -2.227183 17.792221 -1.2 0.4 -0.8 -1.12
O -2.109678 -0.878367 18.104591 1.0 1.4 0.8 -0.21
C -0.827564 -0.393066 17.654828 -0.5 -1.0 -0.1 -0.92
N -4.039810 -3.945937 17.878734 0.4 -0.8 -0.7 -0.63
H -2.805834 -2.982180 20.189799 -0.1 -0.5 0.2 0.48
H -4.616231 -3.103312 20.220865 0.0 0.0 -0.2 -0.09
H -3.749542 -1.565656 20.117907 -0.3 0.0 0.3 0.22
H -4.455839 -1.890874 17.974778 0.1 0.1 -0.7 -0.34
H -2.325160 -2.328924 16.707227 0.2 -0.1 -0.4 0.46
H -1.507252 -2.874192 18.163172 0.0 -0.1 0.4 0.44
H -0.488917 0.506122 18.169496 -0.6 0.2 0.0 0.27
H -0.929299 -0.255002 16.578399 0.5 0.2 -0.1 0.37
H -0.071758 -1.143889 17.885270 0.1 -0.1 -0.2 0.35
H -3.735298 -4.568238 18.613657 -0.1 -0.3 0.2 0.27
H -3.485136 -4.231675 17.084522 -0.2 -0.1 -0.5 0.28
C -9.000452 4.850035 27.452804 -1.5 0.7 1.2 -1.75
C -8.098926 3.971412 26.690990 1.1 0.2 -0.1 0.27
C -8.586197 2.584776 26.307103 -1.4 0.7 -1.0 -0.08
O -9.636117 2.741976 25.321517 0.5 -1.0 -0.3 -0.41
C -9.821729 1.485631 24.688715 -1.3 0.5 -0.6 -0.46
N -7.651307 4.774569 25.547091 0.1 -1.0 -0.1 -0.63
H -9.900843 5.134866 26.908499 -0.2 -0.3 -0.1 0.30
H -8.536187 5.809468 27.680903 0.4 -0.2 0.0 0.42
H -9.290063 4.402111 28.403383 -0.2 0.0 0.0 0.43
H -7.241314 3.809966 27.344075 0.4 -0.1 -0.1 0.48
H -9.071155 1.994509 27.084593 0.6 0.0 0.6 0.51
H -7.797292 2.024396 25.805411 0.4 -0.1 0.3 -0.07
H -10.213521 0.702138 25.337371 0.5 -0.1 0.6 0.50
H -8.964050 1.147286 24.107335 0.4 -0.1 0.3 0.01
H -10.636323 1.572183 23.969645 -0.1 0.4 -0.2 0.12
H -8.451640 4.893583 24.942605 -0.5 0.3 0.2 0.29
H -7.105698 4.158484 24.961559 0.6 0.2 0.1 0.03
C -4.206665 3.954564 18.700911 -0.5 0.4 -0.5 -1.45
C -4.073377 2.690990 19.582671 0.2 2.0 -0.4 0.23
C -5.274323 1.713687 19.296229 -1.2 -1.4 -2.8 -0.29
O -5.446466 1.531123 17.892008 0.8 -0.6 0.3 -0.47
C -6.549178 0.627619 17.535733 0.6 0.5 -0.1 -0.40
N -2.885839 2.044701 19.218773 -2.1 -2.2 0.6 -0.10
H -5.078444 4.513970 19.040259 0.1 0.1 -0.1 0.32
H -4.333903 3.725308 17.642919 -0.5 -0.6 0.1 0.29
H -3.337613 4.605336 18.604254 0.2 -0.1 1.1 0.46
H -4.089901 2.839822 20.662339 0.0 0.4 0.0 0.42
H -6.250912 2.152323 19.501113 0.3 0.7 1.5 0.59
H -5.133832 0.725974 19.735308 0.0 0.1 0.7 0.04
H -7.481305 1.105999 17.836400 -0.2 -0.1 -0.3 0.27
H -6.520113 -0.376933 17.957771 0.4 0.1 0.4 -0.04
H -6.442360 0.503378 16.458124 -0.4 0.2 0.1 0.33
H -3.002019 1.581949 18.328569 0.7 0.2 -1.2 0.37
H -2.686068 1.309007 19.881306 1.3 -0.2 0.6 0.35
```
Forces are in eV/Å.



(2)
Here is C17H58O17 as an isolated structure in a non-equilibrium geometry from the Open Molecules 2025 dataset. Energies are from ωB97M-V/def2-TZVPD.

HOMO energy: -8.2 eV
Energy relative to the best compared isomer or geometry (same formula, charge and spin): 1899.1 kJ/mol
E_LUMO: -0.40 eV

Structure (XYZ):
```
92
Properties=species:S:1:pos:R:3:forces:R:3:mulliken_charge:R:1
C 1.872435 2.630196 1.713615 1.9 0.4 -0.7 0.76
C 3.317900 2.499508 1.116850 -1.1 -0.2 0.4 -0.37
O 4.297291 2.110832 2.128384 -0.3 0.7 -0.6 -0.62
O 1.676048 3.850172 2.392295 3.8 1.1 -0.8 -0.83
H 1.863042 1.715568 2.306449 0.3 1.0 -0.2 -0.72
H 1.102448 2.373972 0.985897 0.8 0.9 -0.3 -0.26
H 3.654448 3.394868 0.594192 0.2 0.1 0.5 0.51
H 3.255662 1.737917 0.339545 0.0 0.0 0.3 -0.26
H 4.209898 1.175208 2.324758 -0.2 0.0 -0.2 0.34
H 0.801923 3.896480 2.786445 0.6 -0.5 -0.2 0.38
C -0.549783 -3.385396 -1.547724 1.8 -0.9 1.5 -0.56
C 0.547711 -3.803645 -0.521813 -0.2 -0.8 -1.9 -0.86
O 1.883630 -3.545663 -1.053026 -1.6 -4.4 -0.1 -0.47
O -1.721722 -4.076215 -1.111267 0.0 -0.2 -0.7 -0.56
H -0.304443 -3.711391 -2.558488 0.2 0.2 -0.1 0.63
H -0.569146 -2.297439 -1.483904 -0.3 -1.1 0.0 0.28
H 0.367428 -4.873727 -0.419301 0.6 -0.1 0.6 0.63
H 0.348646 -3.268150 0.406477 1.1 -0.5 -0.3 0.60
H 2.142376 -4.283787 -1.609639 0.0 -0.1 -0.2 0.43
H -1.659123 -4.936541 -1.532598 -0.3 -0.2 0.0 0.48
C -2.790816 -1.710529 0.710808 -0.5 -2.1 -0.1 -1.07
C -1.723661 -2.651318 1.156696 -1.6 -0.1 0.2 1.28
O -1.910975 -2.729725 2.539992 1.4 0.2 1.5 -0.68
O -2.554466 -0.315156 1.033347 4.3 -4.6 6.9 -0.40
H -3.740781 -1.989268 1.166835 0.0 -0.1 0.3 0.42
H -2.953553 -1.894568 -0.351145 0.0 1.0 0.5 0.28
H -0.737033 -2.286058 0.871671 -0.6 -0.1 0.3 -1.85
H -1.919618 -3.671237 0.825846 0.1 0.6 -0.7 0.74
H -1.057732 -3.112393 2.757096 0.0 -0.2 1.4 0.49
H -2.516160 -0.240638 1.989678 -1.4 -1.6 0.2 0.76
C -0.265383 0.049634 3.487260 -0.9 1.5 3.1 -0.85
C 1.256493 0.028949 3.486988 -2.7 -0.3 -1.0 -0.85
O 1.568097 -0.669925 2.295051 0.9 -0.8 2.9 -0.45
O -0.836033 0.942222 2.448538 0.9 -9.9 2.4 -0.28
H -0.573945 0.638561 4.351018 0.4 0.2 0.9 0.55
H -0.868728 -0.814020 3.766868 0.4 -0.8 -1.2 0.39
H 1.636874 -0.334740 4.441520 0.3 -0.5 -0.4 0.56
H 1.498753 1.083521 3.355475 0.6 -0.5 1.0 1.15
H 0.940325 -0.346990 1.644504 0.3 0.6 -0.3 -0.33
H -1.689639 0.525374 2.309965 1.5 1.0 0.2 -0.56
C -1.034751 2.730710 1.721268 -0.9 2.9 -0.4 0.79
C -1.612688 4.095145 1.359837 1.7 0.3 0.8 -0.90
O -0.550061 5.090031 1.190154 -1.6 -0.6 -0.8 -0.55
O -0.157696 2.837701 2.892934 -4.5 1.1 0.0 -0.81
H -0.585718 2.259472 0.846966 0.7 1.0 0.2 -0.55
H -1.828530 1.999203 1.872645 -1.2 2.9 -0.3 0.63
H -2.305541 4.427493 2.132876 -0.1 0.1 0.0 0.30
H -2.157412 3.933499 0.429643 0.2 0.6 -0.1 0.25
H -0.202092 5.359677 2.043271 -0.1 -0.2 0.0 0.39
H -0.003164 1.937244 3.187724 0.1 1.7 0.2 0.50
C 0.953234 -0.836383 -3.438184 1.2 1.7 0.9 -1.30
O -0.162805 -0.744858 -2.554211 5.6 0.5 0.1 -0.20
H 1.578394 0.006514 -3.143566 0.6 -0.5 0.7 0.42
H 1.550359 -1.745213 -3.363540 -0.3 -0.2 0.0 0.21
H 0.942518 -0.460534 -4.461282 -1.6 -0.8 -0.7 0.37
H -0.842957 -1.366448 -2.823711 3.0 0.8 -0.6 0.14
C 3.619845 0.654104 -1.662575 -0.6 0.3 -1.3 0.00
O 2.848466 1.713705 -2.373652 1.8 -1.1 1.3 -0.59
H 4.420418 0.947368 -0.983469 0.0 0.9 -0.3 0.38
H 3.004111 -0.066340 -1.124127 0.3 1.0 -0.7 -0.31
H 4.077996 0.065097 -2.457102 0.2 0.0 -0.1 0.42
H 1.951994 1.736551 -2.030999 -0.2 0.1 0.1 0.30
C 2.891721 -1.885999 0.423480 1.1 1.1 -0.7 -1.08
O 2.057508 -1.429239 -0.692481 0.8 0.2 2.5 -1.19
H 2.823007 -1.109056 1.184896 0.6 -0.6 -0.4 0.34
H 2.653026 -2.857118 0.857140 -0.4 0.3 -0.1 0.34
H 3.911772 -1.946939 0.044159 0.2 -0.1 0.0 0.34
H 1.829271 -2.255499 -1.124710 0.2 0.6 -1.0 0.34
C -0.254088 -0.001783 0.042864 -0.7 -2.1 0.0 0.21
O 1.003430 0.468883 0.227402 0.3 3.5 -0.1 3.16
H -0.421054 -0.702555 0.860866 -0.6 0.3 0.0 -0.25
H -1.072062 0.718216 0.068108 1.1 0.0 -0.3 -0.43
H -0.283038 -0.620546 -0.854016 -0.1 0.5 0.5 -0.46
H 1.639514 -0.209252 -0.011624 -0.3 -0.4 -0.9 -0.46
C -3.249078 1.735235 -0.389651 -0.8 -0.5 1.4 -0.64
O -3.521301 0.391418 -0.517380 -3.6 1.4 -8.4 -0.82
H -3.776346 2.372075 -1.099942 -0.1 -0.2 -0.1 0.43
H -3.672029 1.847238 0.608681 0.2 1.8 0.4 0.35
H -2.188948 1.988420 -0.401149 0.0 0.1 -0.2 -0.02
H -3.268781 -0.131636 0.246983 -2.9 2.7 -1.9 0.79
C -2.389317 -1.560656 -2.257160 -3.6 -0.4 0.2 -0.34
O -1.790704 -1.464516 -3.532054 -5.4 -2.4 -3.6 -0.50
H -2.529198 -2.603359 -1.972021 -0.4 0.3 -0.6 0.49
H -1.769693 -1.135933 -1.467373 -0.8 0.7 -0.8 0.40
H -3.370850 -1.089605 -2.310102 0.3 0.2 0.5 0.61
H -2.428267 -1.108066 -4.155006 0.1 0.0 -0.1 0.48
C -0.739975 1.887715 -3.746825 0.5 -0.6 0.1 -1.03
O 0.099897 1.624254 -2.642820 0.0 2.2 0.8 -0.80
H -0.145400 1.513398 -4.580179 -0.4 0.4 -0.6 0.34
H -1.712402 1.395403 -3.757325 0.0 -0.4 0.4 0.18
H -0.970146 2.949051 -3.840023 0.4 0.1 0.0 0.32
H -0.159076 0.942250 -2.018798 -0.7 -0.1 -0.7 0.20
```
Forces are in eV/Å.



So what do the calculations give for electronic energy? Going down the list: -72422.815; -53351.693 eV.